No. 1
A 13-piece molecular cluster, C78H65N13O26 overall in a non-equilibrium geometry. Source: OMol25; level of theory: ωB97M-V/def2-TZVPD.

Highest occupied orbital energy in eV: -9.20
DFT total energy in hartree: -5678.049809
Net charge: 0
Energy relative to the best compared isomer or geometry (same formula, charge and spin) in eV: 4.829

Last column: Mulliken charge in e.
Cartesian coordinates (Å):
C  -0.083  -8.057  -0.903  -0.509
C  -0.083  -7.181  0.150  -0.710
C  -0.451  -5.826  0.014  -0.031
C  -0.899  -5.353  -1.218  0.001
C  -0.859  -6.309  -2.347  -0.727
C  -0.437  -7.589  -2.188  -0.651
N  -1.364  -3.966  -1.430  1.296
O  -1.697  -3.507  -2.520  -0.665
O  -1.326  -3.318  -0.392  -0.009
H  0.181  -9.086  -0.711  0.449
H  0.207  -7.510  1.137  0.476
H  -0.672  -5.320  0.942  0.365
H  -1.391  -6.010  -3.238  0.505
H  -0.466  -8.331  -2.972  0.473
C  2.268  4.843  2.383  -0.695
C  1.628  3.882  1.626  -0.981
C  0.999  2.832  2.279  1.156
C  0.988  2.728  3.655  -0.324
C  1.662  3.761  4.411  -0.528
C  2.296  4.839  3.733  -1.040
N  0.250  1.633  4.378  1.005
O  -0.252  0.796  3.645  -0.245
O  0.244  1.623  5.588  -0.679
H  2.681  5.644  1.788  0.529
H  1.600  4.041  0.558  0.666
H  0.461  2.118  1.674  0.215
H  1.729  3.707  5.488  0.533
H  2.757  5.582  4.368  0.497
C  -0.738  -1.447  -4.825  -0.456
C  -0.998  -0.383  -3.963  -0.051
C  -1.099  0.910  -4.545  -0.005
C  -0.967  1.082  -5.951  -0.279
C  -0.812  -0.033  -6.753  -0.601
C  -0.639  -1.305  -6.215  -0.990
N  -0.919  2.424  -6.551  1.067
O  -0.527  3.310  -5.820  -0.567
O  -1.212  2.510  -7.751  -0.630
H  -0.569  -2.473  -4.534  0.333
H  -1.031  -0.496  -2.890  0.720
H  -1.351  1.755  -3.922  0.616
H  -0.608  0.195  -7.788  0.434
H  -0.579  -2.211  -6.801  0.426
C  -0.978  -2.975  5.077  -0.651
C  -1.924  -3.619  4.220  -0.295
C  -2.801  -4.569  4.746  -0.696
C  -2.712  -4.925  6.130  0.573
C  -1.835  -4.305  6.951  -0.691
C  -0.999  -3.264  6.447  -0.619
N  -3.687  -5.904  6.691  0.944
O  -4.168  -5.669  7.811  -0.571
O  -3.976  -6.884  6.063  -0.551
H  -0.178  -2.352  4.704  0.475
H  -2.090  -3.439  3.168  0.666
H  -3.478  -5.066  4.067  0.530
H  -1.855  -4.484  8.016  0.430
H  -0.298  -2.697  7.041  0.434
C  3.933  -0.737  4.218  -0.415
C  3.477  0.208  3.321  -0.072
C  4.076  1.430  3.198  0.091
C  5.203  1.709  3.998  -0.595
C  5.719  0.745  4.894  -0.585
C  4.970  -0.403  5.113  -0.889
N  5.874  3.060  3.945  1.017
O  6.846  3.335  4.671  -0.633
O  5.512  3.872  3.130  -0.538
H  3.488  -1.719  4.280  0.466
H  2.724  -0.077  2.602  0.422
H  3.683  2.161  2.506  0.791
H  6.583  1.117  5.425  0.487
H  5.301  -1.163  5.805  0.368
C  3.897  -1.261  -2.668  -0.218
C  4.278  -0.002  -3.138  -0.519
C  5.607  0.309  -3.495  -0.820
C  6.577  -0.677  -3.351  -0.005
C  6.235  -1.962  -2.851  -0.749
C  4.846  -2.212  -2.572  -0.072
N  8.012  -0.420  -3.688  0.964
O  8.787  -1.329  -3.655  -0.588
O  8.360  0.719  -4.034  -0.604
H  2.893  -1.542  -2.386  0.752
H  3.503  0.748  -3.205  0.607
H  5.906  1.166  -4.081  0.528
H  7.014  -2.691  -2.683  0.477
H  4.597  -3.259  -2.482  0.207
C  3.529  -6.767  0.122  -0.769
C  3.480  -7.372  -1.140  -0.365
C  3.066  -6.785  -2.295  -0.752
C  2.617  -5.460  -2.232  -0.481
C  2.705  -4.776  -0.984  0.627
C  3.169  -5.376  0.172  -0.772
N  1.955  -4.799  -3.339  1.100
O  1.728  -5.402  -4.331  -0.667
O  1.732  -3.583  -3.329  -0.439
H  3.791  -7.317  1.014  0.465
H  3.817  -8.373  -1.367  0.381
H  2.996  -7.374  -3.198  0.480
H  2.356  -3.760  -0.867  0.629
H  3.053  -4.774  1.061  0.589
C  -5.479  -1.728  3.317  -0.186
C  -5.707  -0.857  2.269  -0.823
C  -4.985  0.290  2.166  0.229
C  -4.035  0.696  3.077  -0.222
C  -3.858  -0.183  4.170  -0.211
C  -4.478  -1.410  4.268  -0.897
N  -3.339  1.977  2.920  0.936
O  -2.968  2.580  3.880  -0.611
O  -3.156  2.409  1.762  -0.343
H  -6.082  -2.623  3.308  0.428
H  -6.308  -1.073  1.398  0.397
H  -5.330  0.947  1.381  0.292
H  -3.179  0.028  4.982  0.385
H  -4.249  -2.098  5.068  0.630
C  -1.698  7.784  0.721  -0.431
C  -1.275  6.467  0.775  -0.734
C  -1.537  5.577  -0.277  0.262
C  -2.177  6.082  -1.444  -0.247
C  -2.589  7.396  -1.541  -0.506
C  -2.456  8.275  -0.421  -0.767
N  -2.330  5.214  -2.614  1.076
O  -1.903  4.039  -2.560  -0.443
O  -2.973  5.676  -3.537  -0.595
H  -1.450  8.550  1.440  0.394
H  -0.744  6.177  1.670  0.502
H  -1.185  4.563  -0.153  0.607
H  -2.983  7.807  -2.459  0.467
H  -2.645  9.326  -0.579  0.376
C  6.770  7.145  -0.445  -0.508
C  6.380  6.062  0.398  -0.392
C  5.629  4.998  -0.073  0.052
C  5.257  4.921  -1.451  -0.371
C  5.776  5.893  -2.322  -0.317
C  6.597  6.977  -1.845  -0.548
N  4.421  3.796  -1.977  0.987
O  4.181  2.901  -1.204  -0.403
O  4.156  3.767  -3.204  -0.600
H  7.351  7.990  -0.108  0.381
H  6.685  6.044  1.434  0.434
H  5.475  4.110  0.523  0.485
H  5.596  5.762  -3.379  0.463
H  6.999  7.749  -2.485  0.368
C  -0.256  1.207  -0.649  -0.144
C  1.050  0.870  -0.783  -0.959
C  1.472  -0.214  -0.023  -0.400
C  0.558  -1.029  0.718  -0.150
C  -0.788  -0.694  0.769  -0.703
C  -1.126  0.472  0.082  -0.013
N  1.027  -2.237  1.491  1.675
O  0.175  -2.829  2.161  -0.554
O  2.236  -2.504  1.428  -0.705
H  -0.556  2.053  -1.249  -0.047
H  1.758  1.464  -1.343  0.325
H  2.509  -0.515  0.023  0.953
H  -1.485  -1.215  1.409  0.800
H  -2.127  0.867  0.167  -0.351
C  -5.787  -1.543  -2.187  -0.379
C  -4.632  -1.440  -1.423  -1.003
C  -4.284  -2.461  -0.504  1.539
C  -5.206  -3.508  -0.248  -0.423
C  -6.360  -3.606  -1.140  -0.658
C  -6.636  -2.631  -2.102  -0.774
N  -4.938  -4.577  0.724  0.939
O  -5.594  -5.603  0.648  -0.657
O  -4.093  -4.505  1.549  -0.422
H  -6.117  -0.715  -2.796  0.403
H  -3.911  -0.668  -1.649  0.342
H  -3.334  -2.417  0.009  0.226
H  -7.141  -4.329  -0.958  0.452
H  -7.514  -2.635  -2.732  0.410
C  -5.970  4.986  -1.108  -0.595
C  -4.946  4.088  -0.695  -0.874
C  -4.569  3.074  -1.570  0.264
C  -4.983  3.038  -2.929  -0.163
C  -5.950  3.966  -3.398  -0.563
C  -6.474  4.935  -2.446  -0.521
N  -4.445  2.032  -3.860  0.999
O  -4.439  2.321  -5.041  -0.586
O  -3.932  0.983  -3.396  -0.421
H  -6.360  5.827  -0.553  0.440
H  -4.579  3.997  0.317  0.518
H  -3.850  2.437  -1.074  0.638
H  -6.238  4.063  -4.434  0.495
H  -7.174  5.632  -2.883  0.384



No. 2
A 13-piece molecular cluster, C78H65N13O26 overall in a non-equilibrium geometry. Source: OMol25; level of theory: ωB97M-V/def2-TZVPD.

Highest occupied orbital energy in eV: -9.55
DFT total energy in hartree: -5678.119712
Net charge: 0
Energy relative to the best compared isomer or geometry (same formula, charge and spin) in eV: 2.927

Last column: Mulliken charge in e.
Cartesian coordinates (Å):
C  2.364  3.466  4.469  -1.144
C  2.168  2.714  3.328  -0.553
C  1.022  2.990  2.634  0.983
C  0.090  3.910  3.090  -0.767
C  0.248  4.590  4.286  -0.345
C  1.434  4.363  4.969  -0.631
N  -1.130  4.135  2.384  1.087
O  -2.042  4.643  2.979  -0.626
O  -1.195  3.722  1.216  -0.551
H  3.300  3.334  4.992  0.437
H  2.926  2.034  2.995  0.985
H  0.865  2.489  1.653  0.093
H  -0.431  5.292  4.701  0.579
H  1.580  5.077  5.784  0.444
C  -3.372  4.619  -4.934  -0.544
C  -2.444  4.076  -4.025  -0.748
C  -1.803  2.867  -4.437  0.186
C  -2.000  2.448  -5.723  0.214
C  -2.919  2.960  -6.623  -0.645
C  -3.635  4.118  -6.209  -0.637
N  -1.144  1.338  -6.259  0.862
O  -1.322  1.004  -7.396  -0.676
O  -0.245  0.918  -5.524  -0.224
H  -3.991  5.536  -4.709  0.320
H  -2.310  4.492  -2.972  0.365
H  -1.115  2.371  -3.772  0.197
H  -2.937  2.585  -7.605  0.610
H  -4.213  4.667  -6.878  0.467
C  1.491  3.984  -3.301  -0.532
C  2.601  3.425  -3.930  0.321
C  3.716  3.063  -3.180  -0.813
C  3.647  3.233  -1.803  -0.640
C  2.491  3.658  -1.177  -0.016
C  1.374  4.045  -1.935  -0.556
N  4.744  2.915  -0.942  1.131
O  5.559  2.135  -1.385  -0.596
O  4.652  3.299  0.209  -0.672
H  0.713  4.306  -3.957  0.607
H  2.716  3.194  -5.000  0.014
H  4.633  2.659  -3.547  0.553
H  2.448  3.539  -0.115  0.739
H  0.457  4.284  -1.402  0.390
C  3.045  -1.051  6.036  -0.892
C  3.181  -0.426  4.827  0.579
C  4.467  -0.492  4.271  0.090
C  5.468  -1.238  4.982  -0.370
C  5.281  -1.907  6.191  -0.547
C  3.994  -1.828  6.719  -0.612
N  6.807  -1.334  4.303  1.070
O  7.685  -2.016  4.814  -0.636
O  6.891  -0.774  3.228  -0.613
H  2.067  -1.151  6.502  0.373
H  2.359  0.121  4.351  0.167
H  4.778  -0.110  3.307  0.585
H  6.110  -2.546  6.607  0.412
H  3.660  -2.268  7.682  0.413
C  -6.588  -4.427  0.083  -0.726
C  -6.404  -4.037  1.365  -0.246
C  -5.134  -3.837  1.838  -0.214
C  -4.065  -4.026  0.982  0.429
C  -4.175  -4.563  -0.295  -0.856
C  -5.486  -4.687  -0.766  -0.321
N  -2.666  -3.740  1.436  1.167
O  -2.553  -3.388  2.584  -0.505
O  -1.755  -3.925  0.656  -0.644
H  -7.603  -4.546  -0.236  0.456
H  -7.273  -3.942  1.949  0.418
H  -4.874  -3.453  2.849  0.263
H  -3.289  -4.833  -0.820  0.452
H  -5.599  -4.981  -1.778  0.468
C  2.070  1.474  -8.318  -0.307
C  2.829  2.631  -8.199  -0.688
C  3.940  2.574  -7.351  -0.232
C  4.173  1.413  -6.590  -0.157
C  3.349  0.328  -6.658  0.047
C  2.283  0.341  -7.572  -0.566
N  5.383  1.394  -5.767  1.045
O  5.599  0.421  -5.036  -0.542
O  6.181  2.330  -5.834  -0.612
H  1.192  1.419  -8.984  0.369
H  2.585  3.525  -8.841  0.362
H  4.599  3.437  -7.340  0.461
H  3.537  -0.521  -6.054  0.622
H  1.665  -0.556  -7.712  0.188
C  -0.414  -4.421  6.597  -0.626
C  0.805  -4.897  7.178  -0.608
C  1.933  -4.969  6.344  -0.465
C  1.871  -4.325  5.136  0.091
C  0.731  -3.770  4.581  -0.317
C  -0.424  -3.863  5.296  -0.483
N  3.058  -4.383  4.300  1.120
O  3.869  -5.259  4.511  -0.651
O  3.142  -3.541  3.411  -0.449
H  -1.275  -4.730  7.181  0.384
H  0.828  -5.168  8.236  0.410
H  2.859  -5.350  6.739  0.496
H  0.640  -3.297  3.595  0.525
H  -1.373  -3.602  4.897  0.589
C  -3.374  1.017  1.263  0.566
C  -3.868  -0.262  1.054  -0.628
C  -5.143  -0.629  1.430  0.305
C  -5.855  0.318  2.183  -1.206
C  -5.351  1.611  2.413  -0.853
C  -4.123  1.967  1.954  -0.665
N  -7.193  -0.009  2.646  1.134
O  -7.904  0.804  3.088  -0.681
O  -7.543  -1.164  2.532  -0.631
H  -2.373  1.286  1.016  0.146
H  -3.311  -0.896  0.397  0.758
H  -5.647  -1.557  1.221  0.777
H  -5.898  2.353  2.925  0.689
H  -3.733  2.949  2.225  0.353
C  0.980  -3.512  -4.729  -0.379
C  0.407  -4.016  -3.535  -1.065
C  -0.933  -3.775  -3.323  0.272
C  -1.669  -3.058  -4.196  0.358
C  -1.113  -2.527  -5.319  -0.550
C  0.181  -2.795  -5.619  -0.361
N  -3.145  -2.941  -4.034  0.908
O  -3.742  -2.340  -4.915  -0.579
O  -3.600  -3.415  -3.003  -0.557
H  1.978  -3.800  -5.101  0.463
H  0.967  -4.644  -2.828  0.470
H  -1.421  -4.290  -2.491  0.142
H  -1.740  -1.958  -5.960  0.614
H  0.676  -2.369  -6.532  0.166
C  -7.428  -0.177  -0.959  -0.618
C  -6.875  1.070  -0.680  -0.518
C  -5.615  1.376  -1.053  -0.808
C  -4.904  0.405  -1.721  0.276
C  -5.344  -0.889  -1.930  0.011
C  -6.699  -1.173  -1.553  -0.757
N  -3.529  0.761  -2.131  1.154
O  -2.938  1.605  -1.476  -0.541
O  -2.994  0.194  -3.086  -0.426
H  -8.469  -0.450  -0.722  0.353
H  -7.503  1.728  -0.142  0.487
H  -5.245  2.343  -0.922  0.596
H  -4.748  -1.669  -2.391  0.167
H  -7.204  -2.109  -1.742  0.621
C  -2.318  1.638  4.814  -0.305
C  -1.002  1.144  5.099  -0.486
C  -0.244  1.718  6.110  -0.129
C  -0.759  2.803  6.721  -0.528
C  -1.994  3.277  6.441  -0.051
C  -2.870  2.663  5.537  -1.010
N  -0.003  3.605  7.678  1.155
O  1.117  3.190  7.956  -0.612
O  -0.448  4.683  8.019  -0.622
H  -2.971  1.119  4.125  0.578
H  -0.649  0.293  4.458  0.467
H  0.761  1.384  6.363  0.640
H  -2.286  4.171  7.002  0.463
H  -3.910  3.009  5.351  0.397
C  2.213  0.344  -2.848  -1.250
C  3.065  0.026  -1.790  -0.566
C  2.502  0.062  -0.511  0.175
C  1.149  0.227  -0.358  -0.322
C  0.264  0.445  -1.410  0.050
C  0.847  0.522  -2.639  1.458
N  0.624  0.106  1.013  0.696
O  1.316  -0.154  1.937  -0.134
O  -0.591  0.178  1.100  -0.551
H  2.597  0.351  -3.878  0.121
H  4.075  -0.205  -2.046  0.456
H  3.185  0.066  0.352  0.352
H  -0.798  0.582  -1.340  -0.054
H  0.181  0.769  -3.486  -0.281
C  6.457  -1.337  0.140  -0.517
C  6.667  -0.980  -1.166  -0.635
C  5.951  -1.584  -2.148  -0.618
C  5.033  -2.525  -1.799  0.262
C  4.836  -2.910  -0.491  -0.229
C  5.566  -2.303  0.530  -0.596
N  4.253  -3.304  -2.791  1.162
O  3.307  -3.972  -2.381  -0.591
O  4.544  -3.149  -3.950  -0.653
H  7.143  -0.969  0.834  0.586
H  7.430  -0.248  -1.318  0.381
H  6.005  -1.384  -3.177  0.628
H  4.184  -3.743  -0.231  0.489
H  5.611  -2.696  1.561  0.430